(1)
75
Properties=species:S:1:pos:R:3:forces:R:3:mulliken_charge:R:1 method="wB97M-V/def2-TZVPD" gap_ev=7.72 charge=+1 relative_energy_kj_mol=0.0 multiplicity=1
Au 0.900383 -1.254754 -0.094740 0.8 0.4 0.3 1.3052
C -3.401919 3.542359 4.599964 0.0 0.0 0.0 -0.9909
O -2.856303 2.925295 3.440284 0.0 0.0 0.0 -0.3934
C -3.369519 3.287895 2.234650 0.0 0.0 0.0 0.8237
C -4.378916 4.213844 2.042982 0.0 0.0 0.0 -0.3893
C -4.802305 4.517236 0.751968 0.0 0.0 0.0 -0.7959
C -4.205887 3.914191 -0.336802 0.0 0.0 0.0 -1.1472
C -3.182523 2.989426 -0.150006 0.0 0.0 0.0 -0.1293
C -2.773782 2.655575 1.130448 -0.1 -0.1 0.1 -0.2185
N -1.737504 1.745483 1.442034 0.2 0.1 -0.1 -0.0320
C -1.139934 0.835955 0.628948 -0.3 -0.3 0.1 0.8247
N -1.950920 0.251761 -0.279876 0.1 0.0 0.1 -0.1959
C -1.657482 -0.610079 -1.350970 0.1 0.2 -0.2 0.4724
C -0.499476 -1.354078 -1.514457 -0.5 -0.3 0.0 -0.6971
C -0.335950 -2.130930 -2.670314 0.0 0.2 0.0 -0.9432
C -1.328203 -2.170610 -3.626913 0.0 0.0 0.0 -1.2858
C -2.510843 -1.458195 -3.456197 0.0 0.0 0.0 -0.4864
C -2.667044 -0.672757 -2.335239 0.0 0.1 0.1 1.1224
O -3.758226 0.093022 -2.063568 0.0 0.0 0.0 -0.4463
C -4.861302 0.022565 -2.961587 0.0 0.0 0.0 -1.0263
N 0.107317 0.471553 0.797082 -0.2 0.4 -0.4 -0.6502
C 0.906097 1.147383 1.766498 0.1 -0.3 0.1 -0.2560
C 1.128597 2.513115 1.768780 0.0 0.0 0.0 0.0386
C 1.946099 3.088157 2.733939 0.0 0.0 0.0 -0.8846
C 2.550179 2.287972 3.686933 0.0 0.0 0.0 -0.8599
C 2.360866 0.910280 3.683169 0.0 0.0 0.0 -0.4709
C 1.543654 0.341564 2.721301 0.0 0.0 0.0 0.2967
O 1.337979 -1.002269 2.580046 -0.1 0.0 0.1 -0.2829
C 2.054759 -1.884149 3.441211 0.0 0.0 -0.1 -1.0113
H -2.872083 3.115333 5.445459 0.0 0.0 0.0 0.2508
H -4.467319 3.323914 4.690264 0.0 0.0 0.0 0.3718
H -3.245070 4.622312 4.574991 0.0 0.0 0.0 0.4077
H -4.841685 4.700809 2.888527 0.0 0.0 0.0 0.4316
H -5.595769 5.238312 0.611120 0.0 0.0 0.0 0.3968
H -4.518777 4.164268 -1.341158 0.0 0.0 0.0 0.4181
H -2.703489 2.549360 -1.013691 0.0 0.0 0.0 0.6018
H -1.269484 1.925688 2.318644 0.0 0.0 0.0 0.5906
H -2.915380 0.550061 -0.250811 0.0 0.0 0.0 0.3736
H 0.562858 -2.710419 -2.808443 0.0 -0.1 0.0 0.4440
H -1.196286 -2.772670 -4.516019 0.0 0.0 0.0 0.4172
H -3.291503 -1.517629 -4.199641 0.0 0.0 0.0 0.4534
H -5.269715 -0.988845 -2.989583 0.0 0.0 0.0 0.4004
H -4.564725 0.333726 -3.964320 0.0 0.0 0.0 0.3970
H -5.605349 0.711510 -2.574607 0.0 0.0 0.0 0.2613
H 0.666141 3.126776 1.005414 0.0 0.0 0.0 0.5159
H 2.110649 4.156741 2.732336 0.0 0.0 0.0 0.4591
H 3.188961 2.729137 4.440224 0.0 0.0 0.0 0.4174
H 2.859506 0.294791 4.417145 0.0 0.0 0.0 0.4551
H 1.761141 -2.887968 3.148457 0.0 0.0 0.0 0.2496
H 1.783286 -1.709899 4.482820 0.0 0.0 0.0 0.3724
H 3.131475 -1.763054 3.306396 0.0 0.0 0.0 0.4042
S 3.359063 -0.217124 0.263632 -0.1 -0.1 0.1 -0.3895
C 3.730386 0.092858 -1.357283 -0.1 0.0 -0.2 0.3988
N 3.134513 -0.421681 -2.440452 0.0 0.0 0.1 0.2547
C 3.798251 -0.040745 -3.685262 0.0 0.0 0.0 -0.5825
C 4.803384 1.029863 -3.206458 0.0 0.0 0.0 -0.5356
N 4.696546 0.924631 -1.754133 0.1 -0.1 0.1 -0.1605
H 2.451849 -1.156416 -2.358396 0.0 0.0 -0.1 -0.0438
H 3.084556 0.361780 -4.400945 0.0 0.0 0.0 0.3211
H 4.299026 -0.899008 -4.133584 0.0 0.0 0.0 0.3245
H 4.523811 2.028086 -3.542685 0.0 0.0 0.0 0.3048
H 5.816779 0.818302 -3.540987 0.0 0.0 0.0 0.3149
H 5.231567 1.455102 -1.089545 0.0 0.0 0.0 0.2160
N 2.899733 -8.308022 -0.874334 0.0 0.0 0.0 -0.4802
C 2.594037 -7.203419 -0.800162 0.0 0.0 0.0 -0.2021
C 2.210989 -5.819204 -0.707036 0.1 0.0 0.0 0.5588
C 0.875854 -5.476595 -0.521084 -0.1 0.0 0.0 -0.7802
C 0.510597 -4.142780 -0.438248 0.0 0.0 0.0 -0.1355
C 1.471528 -3.132856 -0.517485 0.2 -0.3 -0.1 0.3821
C 2.809743 -3.491104 -0.700722 -0.1 0.0 0.1 -0.0412
C 3.178616 -4.824615 -0.796127 0.0 0.0 0.0 -0.8167
H 0.128761 -6.255815 -0.451761 0.0 0.0 0.0 0.4653
H -0.534321 -3.892257 -0.313697 0.0 0.0 0.0 0.5196
H 3.583254 -2.737415 -0.717205 0.0 0.0 0.0 0.2659
H 4.216202 -5.100631 -0.929131 0.0 0.0 0.0 0.4608

***

(2)
77
Properties=species:S:1:pos:R:3:forces:R:3:mulliken_charge:R:1 method="wB97M-V/def2-TZVPD" gap_ev=6.92 charge=-1 multiplicity=1
C -2.762726 2.947142 -2.337351 -1.0 -0.1 1.1 -0.8030
P -0.891719 3.131967 -2.847242 -0.3 1.4 -1.4 0.1994
O -0.354525 4.613379 -2.098090 -0.5 -0.9 -1.6 -0.4724
N -0.040228 1.693756 -2.226948 -0.5 0.7 0.0 -0.2245
C 1.345899 1.527666 -2.821976 1.8 -0.6 0.6 1.1320
B 1.366142 1.310883 -4.458091 0.9 -0.1 -1.9 0.4100
N 1.015168 2.368875 -5.492782 -0.9 -1.2 1.9 -0.6607
O 1.806564 -0.032898 -4.974661 -3.2 1.7 0.6 -0.5376
C 2.307138 2.852151 -2.520594 3.7 6.2 2.9 -0.3594
O 3.095999 3.415816 -3.476193 -4.4 -4.0 3.4 -0.6726
O 2.345642 3.547256 -1.197706 -1.0 -4.7 -6.3 -0.5580
C 1.996546 0.180354 -2.148698 2.0 -4.4 2.6 0.1651
C 1.192857 -1.281520 -2.012589 4.4 1.4 1.6 -0.2026
C 2.027459 -2.473281 -1.282304 0.0 1.9 -0.5 -0.1858
N 3.400627 -2.506993 -0.703434 -2.0 4.5 -2.2 -0.4998
C 4.175659 -1.236584 -0.789799 -4.3 0.5 -2.1 -0.3623
C 3.521988 0.071926 -1.501268 -1.2 -1.4 0.0 -0.2090
H -3.396999 3.913501 -2.621923 1.8 -1.9 0.5 0.3040
H -2.901739 2.808532 -1.177183 0.1 0.0 -2.2 0.2518
H -3.282641 2.057560 -2.939881 1.4 1.7 1.4 0.1551
H -0.019419 5.187011 -2.874360 -0.6 -1.7 1.9 0.3455
H -0.644442 0.854436 -2.379671 0.7 0.9 0.3 0.2754
H 0.970623 3.329166 -5.069045 -0.2 -1.5 -0.6 0.3172
H 0.102006 2.124040 -5.968115 1.6 0.6 0.5 0.2436
H 0.937828 -0.484384 -5.213169 1.8 0.5 0.2 0.2721
H 0.081062 -1.411736 -2.400255 2.7 0.1 1.0 0.0144
H 1.418714 -3.496649 -1.172685 1.7 2.4 -0.2 0.1532
H 5.272774 -1.209068 -0.332871 -2.7 -0.1 -1.1 0.2717
H 4.203436 1.043448 -1.564209 -1.8 -2.2 0.2 0.2589
F -0.719535 -5.845093 -0.739085 -0.1 0.0 -0.3 -0.3500
C -0.437067 -5.628651 0.552418 0.3 0.2 1.1 0.2968
C -1.433539 -5.159889 1.401511 0.0 0.0 0.0 -0.3874
C -1.141226 -4.939279 2.747418 0.4 -0.2 -0.2 -0.4442
C 0.148607 -5.179795 3.227275 -0.1 0.0 0.0 -0.4718
C 1.143269 -5.645418 2.366013 -0.4 0.1 -0.1 -0.3920
C 0.847704 -5.876523 1.022784 0.0 0.0 -0.1 -0.2121
H -2.427387 -4.970779 1.009140 0.1 0.0 0.0 0.4049
H -1.915307 -4.580294 3.421122 0.1 0.0 -0.2 0.3598
H 0.377316 -5.003337 4.276144 0.0 0.0 -0.2 0.4062
H 2.147484 -5.827978 2.740881 -0.2 0.0 -0.1 0.3757
H 1.606453 -6.246856 0.341402 -0.1 0.1 0.0 0.4075
F -1.376210 4.659169 3.193221 -0.5 0.0 0.1 -0.3275
C -0.040505 4.757070 3.162862 1.4 0.1 -0.1 0.3746
C 0.633823 5.262389 4.269021 -0.1 0.0 0.1 -0.4662
C 2.024958 5.359706 4.239798 -0.1 -0.2 -0.4 -0.3555
C 2.726079 4.960350 3.099307 -0.2 0.0 0.2 -0.6076
C 2.039786 4.459165 1.992172 0.1 0.1 0.2 -0.2695
C 0.649708 4.351567 2.025984 -0.2 0.0 0.1 -0.4781
H 0.071824 5.575422 5.142874 0.0 0.0 -0.1 0.3971
H 2.562119 5.746154 5.102390 -0.1 0.0 -0.1 0.3616
H 3.810769 5.040602 3.075269 -0.2 0.0 0.0 0.3855
H 2.587303 4.152816 1.104096 -0.3 0.0 -0.1 0.4745
H 0.101045 3.955899 1.177727 0.1 0.1 0.0 0.5108
F 2.207547 -2.590346 5.836516 0.1 -0.4 0.4 -0.3560
C 1.966850 -1.628017 4.936182 -0.2 1.0 -1.0 0.2049
C 2.528726 -1.721811 3.667659 0.0 -0.1 0.1 -0.3101
C 2.274200 -0.722656 2.728251 -0.2 0.1 0.3 -0.2024
C 1.468625 0.365815 3.071845 0.0 0.0 0.0 -0.6943
C 0.913349 0.453470 4.349310 0.2 -0.3 -0.2 -0.3523
C 1.158959 -0.551379 5.284720 0.0 -0.1 0.1 -0.4518
H 3.158659 -2.570355 3.421467 -0.1 0.1 0.0 0.4325
H 2.702421 -0.790618 1.731277 -0.1 0.0 0.1 0.3580
H 1.274008 1.147145 2.340257 0.1 -0.1 0.1 0.5888
H 0.290041 1.303646 4.615753 0.1 -0.1 0.0 0.3974
H 0.728091 -0.503666 6.279307 0.1 0.0 -0.1 0.4042
F -2.551827 -1.570309 -2.760723 0.2 0.0 0.0 -0.2054
C -3.888409 -1.635311 -2.697986 -1.1 -0.1 0.1 0.2436
C -4.650520 -1.015636 -3.682284 0.1 0.0 0.0 -0.3083
C -6.042127 -1.087427 -3.620170 0.2 -0.2 0.4 -0.4840
C -6.656844 -1.769584 -2.567286 0.0 0.0 -0.1 -0.4516
C -5.883281 -2.384018 -1.581386 0.1 0.2 -0.4 -0.4192
C -4.491722 -2.321532 -1.649926 0.1 0.0 0.0 -0.3913
H -4.155681 -0.483214 -4.487959 0.0 -0.1 0.1 0.4326
H -6.646815 -0.612932 -4.389036 0.1 -0.1 0.1 0.3464
H -7.742352 -1.821525 -2.516805 0.2 0.0 0.0 0.3490
H -6.364024 -2.910870 -0.760644 0.1 0.1 -0.1 0.3493
H -3.875043 -2.801037 -0.896993 0.0 0.1 -0.1 0.5054

***

(3)
80
Properties=species:S:1:pos:R:3:forces:R:3:mulliken_charge:R:1 method="wB97M-V/def2-TZVPD" gap_ev="4.71 / 4.69" charge=-1 relative_energy_kj_mol=469.6 multiplicity=1
Y 9.510430 11.342581 10.770503 1.1 0.4 -0.2 0.7713
O 10.333620 7.709778 8.354145 -0.5 2.0 0.7 -0.7689
C 9.843584 8.719621 8.911051 1.1 -1.1 0.3 0.2107
O 10.424766 9.677738 9.563171 -0.3 -1.4 -1.0 -0.5265
C 8.334212 8.771694 9.018791 -0.8 0.3 -0.9 0.5578
C 7.486238 7.812710 8.420342 0.0 1.0 1.1 -0.8328
C 6.160464 7.866962 8.877698 -0.7 0.3 -0.7 -0.1475
C 5.667827 8.932085 9.676764 1.2 -0.8 0.0 -0.9143
C 6.596607 9.905282 10.095584 -0.3 -1.7 -1.1 0.8149
N 7.873781 9.806093 9.737383 0.2 -0.9 0.1 0.1297
C 6.289389 10.974088 11.061999 0.8 2.0 1.6 -0.0236
O 5.104496 11.141662 11.364576 1.2 0.2 0.1 -0.7547
O 7.378971 11.612319 11.537832 -2.8 -1.3 -0.8 -0.4336
H 7.917351 7.128374 7.674527 -0.4 0.1 0.8 0.4364
H 5.420403 7.110134 8.551655 0.6 0.4 0.2 0.3805
H 4.639613 8.886509 10.032016 0.3 0.4 -0.1 0.4700
C 14.018316 11.136789 11.844386 1.7 0.0 0.6 -1.5560
C 12.738855 11.502150 11.248680 -0.4 0.7 -1.6 0.8101
N 11.610669 11.300511 11.952309 -0.6 0.1 0.2 1.3293
N 11.857375 11.190601 13.295208 -1.6 -1.2 1.3 -1.1458
C 10.994696 10.628064 14.093152 0.4 0.2 -2.5 0.3609
N 11.253035 10.537636 15.431230 1.0 0.5 1.0 -0.4285
S 9.409890 9.808206 13.455002 1.3 0.8 -0.1 0.0400
C 12.704623 11.954302 9.859532 1.0 -0.9 1.0 0.1259
C 13.910743 12.076110 9.047320 -2.2 0.6 -1.1 -1.2279
C 13.733515 12.537633 7.727977 0.7 -0.7 2.0 -0.3313
C 12.453895 12.748882 7.212099 -0.2 0.4 0.2 -0.9446
C 11.349362 12.599006 8.054365 1.6 -0.7 0.6 -0.3455
N 11.485910 12.195166 9.329839 -0.8 0.5 -0.6 0.2787
H 13.870415 10.320857 12.560824 0.2 0.1 -0.2 0.3643
H 14.571157 11.948147 12.396379 -0.6 -0.5 -0.5 0.1410
H 14.662865 10.794124 11.033003 0.2 -0.1 0.4 0.4641
H 12.204416 10.783664 15.714256 -0.5 -0.2 -0.4 0.2210
H 10.846645 9.797195 15.964751 -0.2 -0.6 0.0 0.1850
H 14.848727 11.735514 9.429514 0.4 0.3 0.0 0.2933
H 14.622844 12.757054 7.145388 -0.1 -0.3 -0.2 0.3785
H 12.375189 13.059404 6.181483 -0.3 0.1 0.0 0.3699
H 10.356049 12.759600 7.691812 -0.5 0.1 0.0 0.4954
C 7.138114 4.976074 13.902027 1.5 0.0 0.7 -1.4100
P 7.971979 6.603458 13.913551 -0.5 2.2 0.2 0.7131
C 9.715672 6.274901 13.477024 -0.1 1.8 -0.3 -1.1520
C 8.204690 7.071769 15.703162 -0.2 -3.1 0.2 -0.0961
C 8.347381 5.962879 16.632730 0.0 3.0 -0.6 -0.3039
C 8.456655 6.163687 18.010684 0.3 -0.4 -1.1 -1.0369
C 8.277459 7.466224 18.499261 0.1 2.2 -2.0 -0.4886
C 8.178057 8.581071 17.622063 0.3 -2.4 0.7 -0.8416
C 8.241711 8.386661 16.195567 -0.8 3.2 0.1 0.4178
P 8.088756 9.945030 15.201816 0.8 -2.1 1.6 0.8192
C 6.439050 10.099391 14.462623 0.5 -0.5 0.4 -1.2242
C 8.559095 11.395615 16.231540 -0.9 0.8 1.7 -1.3438
H 6.466682 4.893928 14.748818 -0.3 -0.1 -0.1 0.3941
H 7.966212 4.272197 14.017707 -0.4 -0.5 0.0 0.3624
H 6.684935 4.851400 12.938402 -0.5 -0.2 -0.3 0.3909
H 10.031108 5.335561 13.809652 0.7 -1.6 0.5 0.4867
H 10.250253 7.068542 14.029422 0.0 -0.5 -0.3 0.2666
H 9.940677 6.418126 12.416478 -0.2 -0.1 0.1 0.3383
H 8.386630 5.014839 16.156997 0.2 -0.9 0.1 0.3723
H 8.816384 5.345021 18.612611 -0.4 -0.1 0.4 0.3617
H 8.207007 7.709191 19.526342 0.1 -0.1 1.0 0.4213
H 8.017761 9.551427 18.069713 0.0 0.0 -0.1 0.1354
H 5.750943 10.093644 15.301352 -0.2 0.1 0.2 0.5250
H 6.207853 9.226721 13.836141 0.3 0.3 0.0 0.2698
H 6.393962 11.020750 13.926382 -0.2 0.6 -0.7 0.3550
H 8.186753 12.338495 15.808707 0.2 -0.4 -0.5 0.4265
H 9.652054 11.486371 16.382351 -0.8 -0.2 -0.5 0.4465
H 8.120256 11.441216 17.284208 0.2 -0.6 -1.3 0.4472
Br 5.231377 18.484067 12.185663 0.6 0.1 0.1 -0.2139
C 6.619717 17.327462 11.565520 1.7 0.3 -0.2 -0.0576
C 7.970025 17.320662 12.003065 -0.6 -0.4 0.0 -0.2561
C 8.816513 16.235780 11.663944 -2.2 0.3 0.6 -0.5242
C 8.247679 15.191929 10.896977 0.6 1.9 0.1 0.1709
C 7.057188 15.400266 10.206377 0.8 -0.2 0.4 -0.4819
C 6.267521 16.481110 10.549608 -2.0 -0.6 -0.4 -0.3988
C 9.004309 13.958296 10.809835 2.2 -3.2 -1.5 1.2659
O 9.000771 13.252749 9.673370 -1.1 2.0 2.5 -0.7149
O 9.698265 13.541553 11.808269 -1.7 0.8 -1.7 -0.6855
H 8.300102 18.117068 12.652242 0.2 0.0 0.2 0.4145
H 9.775680 16.121435 12.159097 -0.1 0.0 -0.3 0.4259
H 6.806907 14.665681 9.458800 -0.4 -0.1 0.0 0.4250
H 5.236669 16.593115 10.158405 0.9 -0.3 0.0 0.3307